Model w:
This record from the OMol25 dataset describes C2H3N3O in the gas phase. The level of theory is the ωB97M-V functional and the def2-TZVPD basis.

2S+1: 1
Net charge: 0
HOMO level, eV: -8.905
Kohn-Sham gap, Ha: 0.3516

The geometry in XYZ format:
```
9
C2H3N3O | the OMol25 dataset | the ωB97M-V functional and the def2-TZVPD basis
O -0.48 0.05 1.97
C -1.37 0.16 -0.25
N -0.80 -0.02 -1.44
N 0.55 -0.09 -1.25
C 0.88 0.04 0.03
N -0.30 0.18 0.63
H -1.46 -0.06 1.98
H 1.17 -0.35 -2.00
H 1.87 0.09 0.45
```

Atomic partial charges in e from the Löwdin method, atoms 1 to 4:
1 O 0.023
2 C -0.135
3 N -0.011
4 N -0.006

Model x:
This record from the OMol25 dataset describes C2H3N3O in the gas phase. The level of theory is the ωB97M-V functional and the def2-TZVPD basis.

SMILES: [H]/N=c1/nc[nH]o1
2S+1: 1
Net charge: 0
HOMO level, eV: -9.657
Kohn-Sham gap, Ha: 0.3709

The geometry in XYZ format:
```
9
C2H3N3O | the OMol25 dataset | the ωB97M-V functional and the def2-TZVPD basis
H 2.28 -0.74 -0.16
N 2.04 0.15 0.08
C 0.75 0.21 0.06
N -0.20 1.19 -0.03
C -1.29 0.63 -0.03
N -1.34 -0.80 -0.03
O 0.17 -1.03 -0.12
H -2.21 1.29 -0.02
H -1.74 -1.13 0.86
```

Atomic partial charges in e from the Löwdin method, atoms 1 to 4:
1 H 0.008
2 N 0.167
3 C -0.496
4 N 0.149

Of them, model x has the highest stability.

Model w:
This record from the OMol25 dataset describes C2H3N3O in the gas phase. The level of theory is the ωB97M-V functional and the def2-TZVPD basis.

SMILES: Oc1nc[nH]n1
2S+1: 1
Net charge: 0
HOMO level, eV: -9.415
Kohn-Sham gap, Ha: 0.3791

The geometry in XYZ format:
```
9
C2H3N3O | the OMol25 dataset | the ωB97M-V functional and the def2-TZVPD basis
O -0.06 0.98 1.99
C 0.00 0.28 0.86
N -0.95 0.41 -0.10
C -0.44 -0.27 -1.10
N 0.72 -0.83 -0.73
N 1.03 -0.48 0.55
H -0.84 1.55 1.89
H -0.86 -0.34 -2.09
H 1.40 -1.32 -1.28
```

Atomic partial charges in e from the Löwdin method, atoms 1 to 4:
1 O 0.085
2 C -0.517
3 N 0.123
4 C -0.180

Model x:
This record from the OMol25 dataset describes a molecular structure, C2H3N3O. The level of theory is the ωB97M-V functional and the def2-TZVPD basis.

2S+1: 1
Net charge: 0
HOMO level, eV: -8.453
Kohn-Sham gap, Ha: 0.3145

The geometry in XYZ format:
```
9
C2H3N3O | the OMol25 dataset | the ωB97M-V functional and the def2-TZVPD basis
O 0.75 1.92 -0.85
C 0.17 0.87 -0.28
N -0.99 0.71 0.27
N -0.86 -2.03 0.57
N -0.32 -0.95 0.30
C 0.78 -0.44 -0.22
H 0.15 2.68 -0.79
H -1.43 -1.87 1.39
H 1.75 -0.88 -0.38
```

Atomic partial charges in e from the Löwdin method, atoms 1 to 4:
1 O 0.111
2 C -0.512
3 N 0.192
4 N 0.113

Of them, model w has the highest stability.

Model w:
This record from the OMol25 dataset describes C2H3N3O in the gas phase. The level of theory is the ωB97M-V functional and the def2-TZVPD basis.

SMILES: [H]/N=C/N=N\C=O
2S+1: 1
Net charge: 0
HOMO level, eV: -9.484
Kohn-Sham gap, Ha: 0.3204

The geometry in XYZ format:
```
9
C2H3N3O | the OMol25 dataset | the ωB97M-V functional and the def2-TZVPD basis
H -0.24 -0.57 -2.10
N -0.35 -0.36 -1.11
C -0.26 0.86 -0.84
N -0.42 1.31 0.53
N -0.14 0.50 1.42
C 0.39 -0.82 1.19
O 1.56 -1.06 1.10
H -0.14 1.69 -1.53
H -0.41 -1.57 1.33
```

Atomic partial charges in e from the Löwdin method, atoms 1 to 4:
1 H 0.079
2 N 0.136
3 C -0.234
4 N 0.041

Model x:
This record from the OMol25 dataset describes C2H3N3O in the gas phase. The level of theory is the ωB97M-V functional and the def2-TZVPD basis.

SMILES: Oc1nnc[nH]1
2S+1: 1
Net charge: 0
HOMO level, eV: -9.902
Kohn-Sham gap, Ha: 0.3820

The geometry in XYZ format:
```
9
C2H3N3O | the OMol25 dataset | the ωB97M-V functional and the def2-TZVPD basis
O -1.88 -0.61 0.07
C -0.67 -0.09 -0.08
N -0.35 1.06 -0.58
N 1.03 1.06 -0.65
C 1.46 -0.03 -0.11
N 0.41 -0.84 0.39
H -2.50 0.07 -0.24
H 2.50 -0.32 -0.05
H 0.06 -0.34 1.27
```

Atomic partial charges in e from the Löwdin method, atoms 1 to 4:
1 O 0.120
2 C -0.545
3 N 0.065
4 N 0.025

Of them, model x has the highest stability.

Model w:
This record from the OMol25 dataset describes C2H3N3O in the gas phase. The level of theory is the ωB97M-V functional and the def2-TZVPD basis.

SMILES: [H]/N=N/C(O)=C=N
2S+1: 1
Net charge: 0
HOMO level, eV: -8.321
Kohn-Sham gap, Ha: 0.3183

The geometry in XYZ format:
```
9
C2H3N3O | the OMol25 dataset | the ωB97M-V functional and the def2-TZVPD basis
H -1.04 2.11 0.28
N -0.78 1.20 -0.07
N 0.13 0.75 0.66
C 0.61 -0.52 0.36
O 1.62 -0.99 1.12
C -0.04 -1.05 -0.68
N -1.14 -0.93 -1.19
H 1.99 -0.19 1.52
H -1.35 -0.39 -2.00
```

Atomic partial charges in e from the Löwdin method, atoms 1 to 4:
1 H 0.060
2 N 0.040
3 N 0.014
4 C -0.430

Model x:
This record from the OMol25 dataset describes C2H3N3O in the gas phase. The level of theory is the ωB97M-V functional and the def2-TZVPD basis.

SMILES: CN(C#N)N=O
2S+1: 1
Net charge: 0
HOMO level, eV: -10.514
Kohn-Sham gap, Ha: 0.3832

The geometry in XYZ format:
```
9
C2H3N3O | the OMol25 dataset | the ωB97M-V functional and the def2-TZVPD basis
C -0.96 -0.15 0.00
N 0.48 0.08 0.00
C 1.29 -0.97 0.00
N 1.95 -1.90 0.00
N 1.00 1.31 0.00
O 0.20 2.22 0.00
H -1.37 0.07 0.99
H -1.42 0.54 -0.72
H -1.17 -1.18 -0.27
```

Atomic partial charges in e from the Löwdin method, atoms 1 to 4:
1 C -0.010
2 N -0.160
3 C -0.269
4 N 0.182

Of them, model x has the highest stability.

Model w:
This record from the OMol25 dataset describes C2H3N3O in the gas phase. The level of theory is the ωB97M-V functional and the def2-TZVPD basis.

SMILES: [H]/N=c1\nc[nH]o1
2S+1: 1
Net charge: 0
HOMO level, eV: -9.414
Kohn-Sham gap, Ha: 0.3607

The geometry in XYZ format:
```
9
C2H3N3O | the OMol25 dataset | the ωB97M-V functional and the def2-TZVPD basis
H -0.90 0.82 -2.22
N -1.39 0.28 -1.51
C -0.63 0.31 -0.52
N 0.67 0.77 -0.38
C 1.07 0.14 0.65
N 0.07 -0.47 1.30
O -1.08 -0.42 0.52
H 2.06 0.18 1.07
H 0.13 -1.62 1.10
```

Atomic partial charges in e from the Löwdin method, atoms 1 to 4:
1 H 0.057
2 N 0.154
3 C -0.573
4 N 0.168

Model x:
This record from the OMol25 dataset describes C2H3N3O in the gas phase. The level of theory is the ωB97M-V functional and the def2-TZVPD basis.

SMILES: [H]/N=c1/nco[nH]1
2S+1: 1
Net charge: 0
HOMO level, eV: -8.880
Kohn-Sham gap, Ha: 0.3504

The geometry in XYZ format:
```
9
C2H3N3O | the OMol25 dataset | the ωB97M-V functional and the def2-TZVPD basis
H 2.03 -1.59 0.16
N 1.72 -0.73 0.68
C 0.66 -0.15 0.28
N -0.02 0.88 1.05
C -1.10 1.06 0.36
O -1.26 0.32 -0.78
N -0.12 -0.45 -0.78
H -1.90 1.67 0.68
H -0.02 -1.01 -1.66
```

Atomic partial charges in e from the Löwdin method, atoms 1 to 4:
1 H 0.057
2 N 0.098
3 C -0.536
4 N 0.169

Of them, model x has the highest stability.

Model w:
This record from the OMol25 dataset describes C2H4P2 in the gas phase. The level of theory is the ωB97M-V functional and the def2-TZVPD basis.

SMILES: C1=P2=[P@H]1C2
2S+1: 1
Net charge: 0
HOMO level, eV: -8.556
Kohn-Sham gap, Ha: 0.3169

The geometry in XYZ format:
```
8
C2H4P2 | the OMol25 dataset | the ωB97M-V functional and the def2-TZVPD basis
C -0.38 0.92 0.95
P 1.28 0.68 0.76
P -0.91 0.22 -0.61
C 0.80 -0.53 -0.57
H -0.99 1.64 1.43
H -1.93 -0.76 -0.13
H 1.41 -0.46 -1.41
H 0.73 -1.70 -0.43
```

Atomic partial charges in e from the Löwdin method, atoms 1 to 4:
1 C -0.711
2 P 0.772
3 P 0.683
4 C -0.698

Model x:
This record from the OMol25 dataset describes 2 unconnected molecules or ions with the total composition C2H4P2. The level of theory is the ωB97M-V functional and the def2-TZVPD basis.

2S+1: 1
Net charge: 0
HOMO level (alpha / beta), eV: -8.506 / -8.560
Kohn-Sham gap (alpha / beta), Ha: 0.2624 / 0.2599

The geometry in XYZ format:
```
8
C2H4P2 | the OMol25 dataset | the ωB97M-V functional and the def2-TZVPD basis
C -3.21 0.70 0.25
C -2.07 0.47 -0.09
P -0.44 -0.27 -0.05
P 2.47 0.45 0.03
H -4.28 0.96 0.56
H 1.80 0.79 1.26
H -0.42 -0.33 -1.51
H 2.49 1.88 -0.53
```

Atomic partial charges in e from the Löwdin method, atoms 1 to 4:
1 C -0.020
2 C -0.567
3 P 0.661
4 P 0.448

Model y:
This record from the OMol25 dataset describes C2H4P2 in the gas phase. The level of theory is the ωB97M-V functional and the def2-TZVPD basis.

2S+1: 1
Net charge: 0
HOMO level (alpha / beta), eV: -8.255 / -8.337
Kohn-Sham gap (alpha / beta), Ha: 0.2609 / 0.2595

The geometry in XYZ format:
```
8
C2H4P2 | the OMol25 dataset | the ωB97M-V functional and the def2-TZVPD basis
C -0.35 0.94 0.53
C 0.43 -1.31 -0.69
P 0.97 0.23 -0.53
P 0.23 2.32 1.63
H -0.94 -0.01 0.80
H -0.91 1.55 -0.19
H 1.07 -2.04 -1.22
H -0.50 -1.68 -0.33
```

Atomic partial charges in e from the Löwdin method, atoms 1 to 4:
1 C -0.958
2 C -0.406
3 P 0.750
4 P 0.616

Model z:
This record from the OMol25 dataset describes 2 unconnected molecules or ions with the total composition C2H4P2. The level of theory is the ωB97M-V functional and the def2-TZVPD basis.

2S+1: 1
Net charge: 0
HOMO level, eV: -9.468
Kohn-Sham gap, Ha: 0.2832

The geometry in XYZ format:
```
8
C2H4P2 | the OMol25 dataset | the ωB97M-V functional and the def2-TZVPD basis
C 3.18 -0.04 0.10
C 2.04 -0.31 -0.25
P -1.33 0.61 0.03
P -0.49 -1.33 -0.10
H 4.21 0.48 0.01
H -2.70 0.01 0.16
H -1.47 0.84 -1.34
H -0.57 -1.77 1.34
```

Atomic partial charges in e from the Löwdin method, atoms 1 to 4:
1 C -0.186
2 C -0.252
3 P 0.342
4 P 0.469

Of them, model w has the highest stability.

Model w:
This record from the OMol25 dataset describes 2 unconnected molecules or ions with the total composition C4H14N. The level of theory is the ωB97M-V functional and the def2-TZVPD basis.

2S+1: 1
Net charge: +1
HOMO level, eV: -15.540
Kohn-Sham gap, Ha: 0.4412

The geometry in XYZ format:
```
19
C4H14N | the OMol25 dataset | the ωB97M-V functional and the def2-TZVPD basis
C -0.50 -1.78 -0.42
C 0.00 -2.13 0.97
N -1.48 -0.63 -0.37
H 0.30 -1.59 -1.13
H -1.00 -2.60 -0.95
H -0.79 -2.49 1.63
H 0.54 -1.30 1.42
H -1.03 0.29 -0.54
H -2.25 -0.73 -1.01
H -1.80 -0.52 0.59
H 0.75 -2.87 0.81
C 0.88 2.11 0.66
C 0.93 2.00 -0.85
H 1.71 2.71 1.01
H -0.03 2.62 0.99
H 1.02 1.14 1.12
H 0.29 1.21 -1.28
H 1.89 1.71 -1.27
H 0.59 2.87 -1.39
```

Atomic partial charges in e from the Löwdin method, atoms 1 to 4:
1 C -0.186
2 C -0.057
3 N 0.201
4 H 0.130

Model x:
This record from the OMol25 dataset describes 2 unconnected molecules or ions with the total composition C4H14N. The level of theory is the ωB97M-V functional and the def2-TZVPD basis.

2S+1: 1
Net charge: +1
HOMO level, eV: -14.788
Kohn-Sham gap, Ha: 0.3993

The geometry in XYZ format:
```
19
C4H14N | the OMol25 dataset | the ωB97M-V functional and the def2-TZVPD basis
C 2.77 -1.25 0.07
N 1.94 -0.42 1.01
H 2.19 -1.85 -0.59
H 3.16 -1.91 0.85
H 3.68 -0.68 -0.43
H 2.46 0.17 1.68
H 1.42 0.30 0.47
H 1.10 -0.81 1.46
C -1.52 1.35 -1.47
C -1.29 0.74 -0.06
C -2.30 -0.33 0.41
H -2.46 1.90 -1.56
H -0.62 2.01 -1.69
H -1.52 0.59 -2.25
H -0.29 0.26 -0.20
H -1.03 1.54 0.66
H -3.00 -0.71 -0.38
H -3.00 0.20 1.05
H -1.70 -1.10 0.96
```

Atomic partial charges in e from the Löwdin method, atoms 1 to 4:
1 C -0.009
2 N 0.109
3 H 0.093
4 H 0.096

Of them, model w has the highest stability.